No. 1
The following is a DFT calculation (wB97M-V/def2-TZVPD) of an isolated ion of composition C3IO2 and charge -1 at a distorted geometry.

Results
LUMO level = 3.224 eV
total charge = -1
gap between HOMO and LUMO = 6.9 eV

```
6
C3IO2 (wB97M-V/def2-TZVPD)
C -0.53444 0.23399 0.53540
C -0.22318 -0.81810 -0.29087
C 0.83633 0.06395 -0.28304
O -1.30382 0.82483 1.20457
O 1.82487 0.80143 -0.45081
I -1.12210 -2.75490 -1.49873
```

=====

No. 2
The following is a DFT calculation (wB97M-V/def2-TZVPD) of C3LiO6Zn as an isolated structure at a distorted geometry.

Results
LUMO level (spin up / spin down) = -0.811 / -0.832 eV
expectation value of S² = 0.752
total charge = 0
gap between HOMO and LUMO (spin up / spin down) = 6.8 / 9.4 eV
spin multiplicity = 2

```
11
C3LiO6Zn (wB97M-V/def2-TZVPD)
O -0.00522 -2.25932 -0.06342
C 0.05180 -1.04792 0.26337
O -0.97803 -0.39100 0.60790
C -1.89812 1.74561 -0.69400
O -1.36110 1.59563 -1.72139
O -2.56638 2.19727 0.15142
Li -1.89762 -2.17443 0.51659
C 1.39158 -0.33136 0.24547
O 2.41603 -0.92684 -0.19498
O 1.47919 0.84902 0.68989
Zn 3.36788 0.74335 0.19914
```

=====

No. 3
The following is a DFT calculation (wB97M-V/def2-TZVPD) of C3N2O2S as an isolated structure at a distorted geometry.

Results
LUMO level = 5.721 eV
total charge = -2
gap between HOMO and LUMO = 4.7 eV

```
8
C3N2O2S (wB97M-V/def2-TZVPD)
C -1.08947 -0.27247 0.14386
C -0.49889 0.93173 -0.38619
C 1.35338 -0.54583 0.29415
N -2.30080 -0.47761 0.27270
N 1.39846 0.58508 -0.29583
O 2.23935 -1.31670 0.69308
O -0.02132 -1.09379 0.52203
S -1.08070 2.18959 -1.24381
```

=====

No. 4
The following is a DFT calculation (wB97M-V/def2-TZVPD) of a single C3N2O3 molecule at a distorted geometry.

Results
LUMO level = -1.820 eV
total charge = 0
gap between HOMO and LUMO = 7.9 eV

```
8
C3N2O3 (wB97M-V/def2-TZVPD)
C -1.06876 0.61615 -0.14763
C 0.65773 0.11018 -0.03366
C 0.76630 -1.20335 -0.01984
N -2.16559 0.25857 0.01804
N 1.45067 1.16806 -0.01189
O 1.04684 -2.31844 0.02339
O -3.34205 0.17812 0.08687
O 2.65485 1.19071 0.08471
```

=====

No. 5
The following is a DFT calculation (wB97M-V/def2-TZVPD) of a single C3N3O3PS molecule at a distorted geometry.

Results
LUMO level = -1.208 eV
total charge = 0
gap between HOMO and LUMO = 10.5 eV

```
11
C3N3O3PS (wB97M-V/def2-TZVPD)
C -0.44795 2.38300 -0.52196
C 1.04526 -0.96068 2.02792
C -1.55345 -1.48158 -1.02087
N -0.84769 3.44011 -0.70768
N 1.39632 -0.97947 3.09897
N -2.50798 -2.06560 -0.79654
O -0.11955 1.28648 0.08536
O 0.43133 -1.01604 0.89251
O -0.50557 -0.90023 -1.42349
P 0.67033 -0.08475 -0.49867
S 2.43895 0.37875 -1.13553
```

=====

No. 6
The following is a DFT calculation (wB97M-V/def2-TZVPD) of a 2-piece molecular cluster, C3N6O6 overall at a distorted geometry.

Results
LUMO level (spin up / spin down) = 6.140 / 6.134 eV
total charge = -2
gap between HOMO and LUMO (spin up / spin down) = 7.4 / 7.4 eV

```
15
C3N6O6 (wB97M-V/def2-TZVPD)
C -0.19345 0.65881 -0.17686
C -2.13549 -0.84163 0.95492
C 0.89290 0.25312 0.56922
N -1.44505 1.96610 -1.28221
N -0.14122 1.75901 -0.92621
N -1.55422 0.33080 0.05194
N -2.23500 1.13020 -0.72538
N 2.07922 0.75947 0.57098
N 1.32870 -1.67440 -0.65829
O -2.83348 -0.37951 1.81095
O -1.76181 -1.94489 0.59217
O 2.02505 1.99043 0.93493
O 3.11933 0.11556 0.34852
O 0.87001 -1.51826 -1.74531
O 1.98449 -2.60480 -0.31937
```

=====

No. 7
The following is a DFT calculation (wB97M-V/def2-TZVPD) of C40H100AsF6N5O5 as an isolated structure at a distorted geometry.

Results
LUMO level = -6.934 eV
total charge = +4
gap between HOMO and LUMO = 10.1 eV

```
157
C40H100AsF6N5O5 (wB97M-V/def2-TZVPD)
C 5.23703 5.14367 -5.72467
C 4.25462 4.06503 -5.30580
N 3.88341 4.06881 -3.75347
C 5.06878 3.39246 -3.08765
C 3.69844 5.40629 -3.12797
C 2.44933 6.16424 -3.60766
C 2.65678 3.08408 -3.72095
C 2.04271 2.85765 -2.24542
O 3.11342 2.22319 -1.52028
C 2.89241 1.69932 -0.30374
H 6.05319 5.19690 -5.00415
H 4.83828 6.15310 -5.82536
H 5.74631 4.92209 -6.66256
H 4.63767 3.07815 -5.56550
H 3.31385 4.28833 -5.80897
H 4.97091 2.31290 -3.20197
H 4.96780 3.63210 -2.02912
H 6.03102 3.72354 -3.47827
H 4.57247 6.00384 -3.38700
H 3.88285 5.33736 -2.05590
H 2.31149 6.24170 -4.68612
H 2.46642 7.18213 -3.21816
H 1.46874 5.83625 -3.26278
H 2.97226 2.16241 -4.20993
H 1.90151 3.52214 -4.37347
H 1.20235 2.19089 -2.43861
H 1.74987 3.70554 -1.62621
H 3.84111 1.26625 0.01335
H 2.13877 0.91446 -0.23941
H 2.63385 2.54070 0.33915
C -4.46735 -1.03871 -3.17430
C -4.80385 -1.65733 -1.80733
N -6.20361 -2.32506 -1.71625
C -7.35876 -1.25190 -1.57770
C -6.69168 -3.05382 -3.05471
C -5.82371 -4.34929 -3.39975
C -6.15237 -3.37530 -0.51451
C -5.65618 -2.85765 0.81946
O -6.48173 -1.75191 1.21821
C -6.42128 -1.38435 2.56441
H -3.69441 -0.27076 -3.14423
H -5.38300 -0.54268 -3.49623
H -4.11146 -1.76522 -3.90478
H -4.78347 -1.08601 -0.87928
H -4.01798 -2.37145 -1.56131
H -7.14261 -0.62277 -0.71424
H -8.31618 -1.75739 -1.45156
H -7.43302 -0.69088 -2.50927
H -6.50134 -2.35582 -3.86998
H -7.75177 -3.29441 -2.97454
H -4.76516 -4.25446 -3.15773
H -5.85734 -4.71969 -4.42434
H -6.10046 -5.21104 -2.79239
H -5.46227 -4.15696 -0.83209
H -7.06622 -3.96192 -0.42036
H -4.63052 -2.48942 0.79657
H -5.70105 -3.66295 1.55265
H -5.35968 -1.43898 2.80551
H -6.91213 -2.00725 3.31218
H -6.68220 -0.33945 2.73239
C -0.73429 10.51559 1.52463
C 0.00715 9.19783 1.30388
N 1.38895 8.90940 1.88931
C 2.10119 10.22303 2.02088
C 1.09777 8.43413 3.31863
C 2.20830 7.85958 4.17674
C 2.21359 7.96493 1.01450
C 1.74243 6.50559 1.13597
O 0.47981 6.40320 0.74057
C -0.06618 5.10628 0.88545
H -1.00984 10.62844 2.57317
H -1.69774 10.42793 1.02246
H -0.29364 11.48506 1.29212
H 0.11509 9.17900 0.21940
H -0.67627 8.35894 1.43543
H 1.56718 10.93228 2.65325
H 2.03717 10.64352 1.01729
H 3.09522 9.97506 2.39307
H 0.32300 7.67226 3.23274
H 0.62659 9.25797 3.85472
H 2.62751 6.92869 3.79490
H 1.82689 7.60193 5.16479
H 2.93456 8.66725 4.26783
H 3.23361 7.98982 1.39799
H 2.09507 8.30839 -0.01317
H 1.89525 6.10407 2.13773
H 2.39396 5.94359 0.46681
H 0.38155 4.27667 0.33827
H -1.13953 5.05060 0.70403
H 0.05102 4.92601 1.95403
C -1.19734 -1.60906 4.43198
C -1.05043 -2.95876 3.59282
N -0.78150 -4.29346 4.39972
C 0.33115 -4.08652 5.42812
C -2.10233 -4.75631 5.19754
C -3.40872 -4.92308 4.33388
C -0.32439 -5.47345 3.50536
C 0.09477 -6.81268 4.10491
O 1.49988 -6.72583 4.22630
C 2.11549 -7.69127 5.05644
H -2.20666 -1.57376 4.84200
H -1.24998 -0.75770 3.75337
H -0.30231 -1.41893 5.02434
H -0.06464 -2.78951 3.15960
H -1.88404 -3.10900 2.90680
H 1.09501 -3.49957 4.91809
H 0.83949 -4.99946 5.73833
H -0.05765 -3.44846 6.22172
H -2.22555 -4.02829 5.99936
H -1.90313 -5.71153 5.68332
H -4.08350 -5.52805 4.93952
H -3.34256 -5.54390 3.44040
H -4.02365 -4.05918 4.08161
H 0.44882 -4.94271 2.94988
H -1.09426 -5.77066 2.79328
H -0.21496 -7.64820 3.47713
H -0.30288 -6.88362 5.11730
H 3.00387 -7.20063 5.45413
H 2.34210 -8.48864 4.34865
H 1.61962 -7.91096 6.00192
C 4.21001 -3.30339 -2.27036
C 3.09895 -3.63003 -1.24048
N 1.89214 -4.30303 -1.82279
C 0.93121 -4.62770 -0.67122
C 1.08753 -3.24886 -2.64435
C -0.08643 -3.77075 -3.43139
C 2.18965 -5.57580 -2.68013
C 3.06229 -6.65768 -2.04007
O 2.37632 -7.41922 -1.03620
C 3.24050 -8.29476 -0.32754
H 5.15474 -3.15998 -1.74594
H 4.01450 -2.34127 -2.74386
H 4.24391 -4.02933 -3.08275
H 2.70800 -2.76482 -0.70507
H 3.57032 -4.23573 -0.46650
H 0.54073 -3.77687 -0.11291
H 1.49258 -5.31613 -0.03954
H 0.08562 -5.23946 -0.98561
H 1.71162 -2.65680 -3.31374
H 0.70748 -2.47246 -1.98038
H -0.90449 -3.97752 -2.74135
H -0.10506 -4.75964 -3.88946
H -0.32008 -3.03604 -4.20191
H 2.58399 -5.32759 -3.66552
H 1.16391 -5.94451 -2.68613
H 3.98894 -6.17137 -1.73518
H 3.27826 -7.38990 -2.81809
H 3.17561 -7.88675 0.68113
H 4.23561 -8.36574 -0.76667
H 2.87730 -9.31850 -0.41782
As -1.11610 -0.04932 -0.39289
F -0.25733 0.50532 -1.90917
F -1.50647 -1.58733 -1.27147
F -1.98967 -0.58179 1.09362
F -0.73217 1.54494 0.41694
F -2.66946 0.67829 -1.03026
F 0.40558 -0.61313 0.32390
```

=====

No. 8
The following is a DFT calculation (wB97M-V/def2-TZVPD) of C40H101HgN6O14 as an isolated structure at a distorted geometry.

Results
LUMO level (spin up / spin down) = 0.666 / 0.628 eV
expectation value of S² = 0.752
total charge = 0
gap between HOMO and LUMO (spin up / spin down) = 4.7 / 7.9 eV
spin multiplicity = 2

```
162
C40H101HgN6O14 (wB97M-V/def2-TZVPD)
Hg 3.47206 1.20455 -0.03386
C -0.76476 0.33856 -0.94356
C 0.24405 -0.02158 0.17431
O 1.60527 -0.27714 -0.08903
H -0.57750 1.26525 -1.48603
H -1.76548 0.38049 -0.51356
H -0.82382 -0.49078 -1.64841
H -0.17466 -0.88555 0.69038
H 0.25538 0.78125 0.91149
C 7.55307 -3.55353 -0.76750
O 6.45000 -2.62908 -0.63538
C 5.60005 -2.84656 0.49781
C 4.45707 -1.82238 0.47038
N 4.87411 -0.41709 0.68315
C 4.96498 -0.15072 2.11337
C 3.54484 -0.07501 2.74651
O 2.94764 1.12729 2.28350
C 1.80474 1.60629 3.01922
H 8.31873 -3.57852 0.00789
H 7.98526 -3.46131 -1.76390
H 7.08068 -4.53582 -0.76023
H 6.17319 -2.74253 1.41911
H 5.20123 -3.85636 0.40115
H 3.72539 -2.23597 1.16442
H 3.95044 -1.92726 -0.48901
H 5.85451 -0.38899 0.44205
H 5.50970 0.77875 2.27908
H 5.59300 -0.87651 2.63001
H 3.65943 -0.01520 3.82882
H 2.86083 -0.92177 2.68967
H 1.42566 2.48171 2.49193
H 2.11482 1.96841 3.99944
H 1.03523 0.85088 3.17832
C -2.06762 -3.10281 -2.90469
O -3.23005 -3.55875 -2.13111
C -3.43392 -2.71407 -1.01814
C -4.59414 -3.16253 -0.06038
N -5.81209 -3.41237 -0.86070
C -6.90304 -3.88745 -0.01247
C -8.00416 -4.58338 -0.79436
O -7.40408 -5.68664 -1.43946
C -8.35722 -6.49776 -2.14892
H -2.26930 -2.07182 -3.19534
H -1.91003 -3.60667 -3.85832
H -1.15848 -3.14654 -2.30498
H -3.61273 -1.68635 -1.33425
H -2.58745 -2.73268 -0.33167
H -4.74579 -2.35909 0.66044
H -4.17023 -4.02909 0.44704
H -5.66461 -4.18388 -1.49562
H -7.39374 -3.09088 0.54680
H -6.52204 -4.62810 0.69065
H -8.40423 -3.94590 -1.58282
H -8.80237 -4.91758 -0.13159
H -8.70167 -5.85574 -2.95965
H -9.16316 -6.84216 -1.50089
H -7.82940 -7.36910 -2.53658
C -3.73641 3.66476 -5.93341
O -2.40939 3.19514 -5.83373
C -2.31913 1.85238 -5.42027
C -1.07132 1.73982 -4.53972
N 0.17012 2.12500 -5.24711
C 0.52554 1.12711 -6.22355
C 1.80659 1.54628 -7.02699
O 1.57210 2.69975 -7.86017
C 2.56216 2.94737 -8.84185
H -3.64511 4.70674 -6.24007
H -4.25896 3.60312 -4.97881
H -4.31524 3.28322 -6.77452
H -2.29380 1.23594 -6.31886
H -3.14485 1.44750 -4.83516
H -1.16180 0.76352 -4.06353
H -1.12818 2.39121 -3.66762
H 0.00218 2.99950 -5.72371
H -0.26275 0.91961 -6.94719
H 0.71824 0.20884 -5.66879
H 2.06932 0.69138 -7.65006
H 2.63602 1.68371 -6.33327
H 2.50718 2.18064 -9.61464
H 3.55354 3.02077 -8.39477
H 2.40374 3.90567 -9.33650
C 6.54487 2.76675 -4.76062
O 5.90158 2.00326 -3.77456
C 5.37254 0.75766 -4.18266
C 4.65692 0.16232 -2.97231
N 3.85183 1.17026 -2.26891
C 2.56706 1.41467 -2.91008
C 1.92498 2.66482 -2.30219
O 2.08079 2.77994 -0.88383
C 1.42357 3.92525 -0.33449
H 6.72565 3.76611 -4.36476
H 5.91935 2.82597 -5.65130
H 7.54328 2.40861 -5.01165
H 6.08429 0.02140 -4.55607
H 4.64080 0.98004 -4.95932
H 5.39502 -0.30067 -2.31737
H 3.98798 -0.66463 -3.21060
H 4.42162 1.95309 -2.55633
H 1.86204 0.58472 -2.86279
H 2.65797 1.56477 -3.98586
H 0.84522 2.58461 -2.42781
H 2.26419 3.58299 -2.78178
H 1.86271 4.87322 -0.64530
H 1.48009 3.85798 0.75197
H 0.36459 3.83323 -0.57570
C 0.75185 -4.29085 7.82054
O 0.20214 -3.33555 6.99950
C 0.96205 -3.16179 5.75843
C 0.25683 -2.08612 4.88242
N -1.04805 -2.56111 4.38172
C -1.71951 -1.60701 3.51226
C -3.03954 -2.15840 3.05041
O -3.91485 -2.38186 4.18077
C -5.21054 -2.71427 3.85446
H 0.66490 -5.31074 7.44589
H 0.14838 -4.24776 8.72722
H 1.77226 -4.03219 8.10331
H 1.11924 -4.08379 5.19869
H 1.98055 -2.83249 5.96415
H 0.96509 -1.74612 4.12685
H 0.07982 -1.16159 5.43198
H -1.61723 -2.84499 5.16629
H -1.06348 -1.36907 2.67494
H -1.92482 -0.64525 3.98232
H -2.89098 -3.11535 2.55013
H -3.50668 -1.50082 2.31729
H -5.65397 -2.90867 4.83102
H -5.24965 -3.61680 3.24453
H -5.75609 -1.89067 3.39385
C -2.28458 4.04203 0.84388
O -1.78248 4.09381 2.18297
C -1.67095 2.86215 2.92712
C -1.30028 3.14575 4.37276
N -2.33118 3.98184 4.93934
C -1.90750 4.68334 6.18718
C -0.99941 5.90791 5.91169
O -1.75760 6.85433 5.16079
C -1.33110 8.18524 5.27881
H -3.30686 3.67718 0.74418
H -1.76436 3.34973 0.18192
H -2.25780 5.05204 0.43491
H -0.85055 2.20325 2.64271
H -2.60297 2.29771 2.95608
H -0.28044 3.52835 4.41321
H -1.29648 2.19219 4.90079
H -2.44464 4.70137 4.23969
H -1.37956 3.99869 6.85098
H -2.76662 5.04414 6.75272
H -0.09308 5.76160 5.32410
H -0.66431 6.32761 6.86019
H -2.05385 8.89366 4.87401
H -0.47317 8.19433 4.60651
H -0.88901 8.54799 6.20675
C 1.20764 -3.92098 1.61847
C 0.72744 -3.93737 0.15205
O 1.67564 -3.18762 -0.54517
H 1.09357 -2.91161 2.01377
H 2.27085 -4.13583 1.72583
H 0.63482 -4.60774 2.24164
H -0.24151 -3.43825 0.16201
H 0.67301 -4.97357 -0.18177
H 1.56681 -2.26720 -0.29498
```

=====

Among the records above, which one has the highest total charge?
C40H100AsF6N5O5

=====

Number 1 is which compound?
C3IO2